Below is a cluster of 2 separate species, C4H4N2O in total, with properties calculated with ωB97M-V/def2-TZVPD.

```
11
Properties=species:S:1:pos:R:3
O 2.44 -1.21 0.01
C 1.27 -0.92 -0.01
C 0.89 0.57 0.05
C -0.41 0.57 0.00
N -1.44 -0.11 -0.06
C -1.01 -1.45 -0.09
N 0.21 -1.84 -0.07
H 1.64 1.34 0.11
H -0.87 2.63 -0.27
H -0.89 2.59 0.47
H -1.82 -2.17 -0.14
```

Output
- spin multiplicity = 1
- E_LUMO (eV) = -1.07
- structure (SMILES) = O=C1C=C=NC=N1.[H][H]
- highest occupied orbital energy (eV) = -9.53
- energy above the lowest of the compared OMol25 structures with the same formula, charge and spin (eV) = 3.971

Below is a cluster of 2 separate species, C6H14N2O2 in total in a non-equilibrium geometry, with properties calculated with ωB97M-V/def2-TZVPD.

```
24
Properties=species:S:1:pos:R:3
C -0.74 -2.36 -0.72
C -1.76 1.17 -1.43
C -0.91 -0.98 -1.31
O -0.29 -0.76 -2.35
N -1.67 -0.05 -0.67
H -1.34 -3.02 -1.37
H -2.26 -0.40 0.05
H -2.60 1.09 -2.09
H 0.29 -2.62 -0.87
H -1.21 -2.40 0.32
H -1.65 2.10 -0.89
H -0.86 1.39 -2.01
C 2.69 0.59 -0.17
C -0.22 0.46 2.30
C 1.21 0.54 1.75
O 2.15 0.59 2.53
N 1.39 0.76 0.44
H 0.56 0.69 -0.16
H 3.54 0.16 0.49
H -0.41 1.10 3.20
H 2.54 -0.20 -0.89
H 3.07 1.55 -0.54
H -0.87 1.03 1.65
H -0.67 -0.44 2.73
```

Output
- spin multiplicity = 1
- E_LUMO (eV) = 0.62
- structure (SMILES) = CNC(C)=O.CNC(C)=O
- highest occupied orbital energy (eV) = -9.48
- energy above the lowest of the compared OMol25 structures with the same formula, charge and spin (eV) = 1.877

Below is the molecule C4H7OP in a non-equilibrium geometry, with properties calculated with ωB97M-V/def2-TZVPD.

```
13
Properties=species:S:1:pos:R:3
C 0.58 -0.59 -0.64
C -1.53 -0.60 0.97
C 1.56 1.42 0.14
C -0.94 -0.70 -0.40
O 1.27 0.14 0.42
P -2.11 0.67 -0.28
H 1.20 -1.50 -0.79
H 0.58 -0.02 -1.52
H -2.38 -1.02 1.42
H -0.73 -0.28 1.77
H 1.97 1.91 0.95
H 1.72 1.94 -0.80
H -1.19 -1.37 -1.23
```

Output
- spin multiplicity = 1
- E_LUMO (alpha / beta) (eV) = -0.61 / 0.97
- highest occupied orbital energy (alpha / beta) (eV) = -7.18 / -7.97
- energy above the lowest of the compared OMol25 structures with the same formula, charge and spin (eV) = 4.807

Below is a structure of composition C5H3AuF5N2O5Te in a non-equilibrium geometry, with properties calculated with ωB97M-V/def2-TZVPD.

```
22
Properties=species:S:1:pos:R:3
Au -0.12 -0.03 -0.29
O 4.24 -0.17 3.90
C 4.68 -0.09 2.67
O 5.86 -0.04 2.38
C 3.66 -0.04 1.58
C 4.04 0.12 0.27
N 2.92 0.19 -0.46
N 1.83 0.08 0.31
C 2.25 -0.07 1.57
C 1.27 -0.29 2.73
O 1.82 -0.25 3.86
O 0.09 -0.50 2.47
H 3.20 -0.17 3.91
H 5.02 0.19 -0.16
H 2.81 0.33 -1.45
F -2.53 -1.42 3.12
Te -2.39 -0.89 1.36
F -4.13 -0.17 1.48
F -2.01 0.82 2.01
F -1.13 -2.28 1.17
F -3.50 -2.36 0.89
O -2.14 -0.32 -0.39
```

Output
- spin multiplicity = 1
- E_LUMO (eV) = 2.27
- charge = -1
- highest occupied orbital energy (eV) = -6.68
- energy above the lowest of the compared OMol25 structures with the same formula, charge and spin (eV) = 0.000

Below is the ion C8H11N4 with charge +1 in a non-equilibrium geometry, with properties calculated with ωB97M-V/def2-TZVPD.

```
23
Properties=species:S:1:pos:R:3
C -3.51 -0.71 -0.15
C -1.64 -1.71 -0.51
C -2.60 0.31 -0.09
C 1.81 1.19 -0.69
C 0.37 1.12 -0.50
C 2.67 -1.13 -0.67
C -2.53 1.81 0.30
C 2.84 -1.52 0.74
N -2.89 -1.92 -0.45
N 2.45 0.12 -0.76
N -1.38 -0.38 -0.28
N -0.16 -0.05 -0.54
H -4.52 -0.55 -0.02
H -0.91 -2.35 -0.76
H 2.37 2.19 -0.71
H -0.27 2.09 -0.35
H 2.73 -1.91 -1.41
H -3.53 2.04 0.76
H -1.76 2.07 1.08
H -2.54 2.31 -0.64
H 3.79 -1.97 0.91
H 2.28 -2.43 0.91
H 2.70 -0.72 1.49
```

Output
- spin multiplicity = 1
- E_LUMO (eV) = -4.98
- structure (SMILES) = C\C=N/C=C\N=[N+]1\C=NC=C1C
- charge = +1
- highest occupied orbital energy (eV) = -12.50
- energy above the lowest of the compared OMol25 structures with the same formula, charge and spin (eV) = 3.876

Below is a cluster of 23 separate species, C27H51Cl45NO2 in total in a non-equilibrium geometry, with properties calculated with ωB97M-V/def2-TZVPD.

```
126
Properties=species:S:1:pos:R:3
O -0.56 -1.39 -1.70
C -0.75 -2.42 -2.27
Cl -0.19 -2.56 -3.96
C -1.42 -3.69 -1.72
N -0.79 -4.89 -2.08
C 0.31 -5.09 -1.15
C 1.55 -5.69 -1.79
C 2.93 -5.14 -1.43
O 2.28 -4.88 -2.66
H -2.45 -3.63 -2.11
H -1.49 -3.48 -0.64
H 0.66 -4.12 -0.74
H 0.03 -5.77 -0.31
H 1.52 -6.76 -2.01
H 2.75 -4.47 -0.59
H 3.59 -5.99 -1.40
C -3.52 -4.30 2.04
Cl -2.07 -3.32 2.28
Cl -3.86 -4.63 0.34
H -3.37 -5.25 2.55
H -4.36 -3.77 2.46
C 3.15 -3.94 2.78
Cl 2.43 -3.12 1.39
Cl 2.27 -5.42 3.16
H 4.19 -4.19 2.58
H 3.09 -3.26 3.62
C 1.24 0.53 0.79
Cl 1.03 0.38 2.55
Cl 2.93 0.29 0.34
H 0.62 -0.21 0.29
H 0.95 1.54 0.50
C -2.39 1.43 -0.83
Cl -3.28 2.70 -1.68
Cl -2.24 1.76 0.91
H -2.91 0.49 -0.95
H -1.40 1.36 -1.25
C -0.99 5.33 -2.58
Cl 0.11 5.82 -1.27
Cl -0.11 4.79 -4.01
H -1.59 4.50 -2.22
H -1.60 6.18 -2.84
C -5.69 4.61 -4.22
Cl -6.54 3.38 -3.28
Cl -4.24 5.24 -3.40
H -5.37 4.17 -5.15
H -6.37 5.43 -4.39
C 3.66 2.93 3.50
Cl 4.15 2.94 5.20
Cl 5.06 3.04 2.43
H 3.13 2.01 3.29
H 3.02 3.79 3.32
C 4.94 6.51 4.98
Cl 3.71 7.35 4.02
Cl 5.06 7.12 6.63
H 4.65 5.47 5.00
H 5.90 6.64 4.49
C 3.76 11.03 3.38
Cl 2.53 11.89 2.43
Cl 3.90 11.66 5.02
H 3.48 9.98 3.44
H 4.71 11.15 2.88
C 7.32 -6.24 -0.98
Cl 6.69 -6.13 -2.62
Cl 6.27 -7.19 0.08
H 8.29 -6.72 -1.01
H 7.39 -5.24 -0.57
C -0.97 -7.33 3.69
Cl -0.14 -7.59 2.17
Cl -2.60 -6.66 3.47
H -1.07 -8.28 4.20
H -0.40 -6.63 4.30
C -3.74 1.25 -6.70
Cl -4.68 2.41 -7.67
Cl -3.65 1.68 -5.00
H -4.22 0.28 -6.79
H -2.73 1.21 -7.10
C 1.56 -11.07 2.29
Cl 2.04 -9.93 1.04
Cl 1.22 -10.29 3.85
H 0.67 -11.59 1.97
H 2.38 -11.76 2.45
C 2.45 6.91 0.08
Cl 2.07 5.59 1.19
Cl 3.71 8.01 0.70
H 2.81 6.48 -0.84
H 1.55 7.49 -0.08
C -0.94 3.11 4.06
Cl -1.65 1.91 5.15
Cl 0.55 3.81 4.72
H -0.69 2.62 3.13
H -1.65 3.91 3.91
C -9.09 4.70 -7.00
Cl -9.46 4.73 -5.27
Cl -7.35 4.55 -7.30
H -9.58 3.84 -7.44
H -9.45 5.62 -7.44
C 7.91 -5.95 3.73
Cl 8.78 -6.49 2.29
Cl 6.30 -5.30 3.39
H 7.81 -6.80 4.40
H 8.49 -5.16 4.20
C 3.60 -12.19 6.32
Cl 4.98 -11.11 6.52
Cl 3.53 -12.91 4.71
H 3.68 -12.99 7.05
H 2.69 -11.62 6.47
C -9.01 7.77 -10.90
Cl -8.25 7.02 -9.50
Cl -10.56 8.52 -10.50
H -8.35 8.53 -11.28
H -9.19 7.00 -11.64
C -10.40 2.87 -2.48
Cl -9.25 1.74 -1.77
Cl -12.06 2.57 -1.93
H -10.12 3.87 -2.18
H -10.37 2.76 -3.55
C -2.22 -7.06 -0.86
Cl -0.77 -8.05 -1.04
Cl -3.71 -8.04 -0.86
H -2.15 -6.54 0.09
H -2.24 -6.35 -1.68
C 7.54 13.06 3.33
Cl 6.50 13.30 1.92
Cl 7.27 11.49 4.10
H 8.57 13.11 3.01
H 7.32 13.83 4.05
```

Output
- spin multiplicity = 1
- E_LUMO (eV) = 1.38
- charge = -1
- highest occupied orbital energy (eV) = -2.85